Molecular formula: C37H71NO2P2SSi3Ti
Method: DFT, ωB97M-V/def2-TZVPD

Expectation value of S²: 0.7764
Gap between HOMO and LUMO (alpha / beta) in hartree: 0.2056 / 0.2130
Multiplicity: 2
Net charge: -1
Strongest force on any atom in eV/Å: 2.5
Relative energy (zero: lowest compared OMol25 entry of this formula, charge and spin) in kcal/mol: 64.5
Calculated total energy in eV: -121268.7386

Positions of all 118 atoms, in Å:
1 Ti -0.2822 0.0464 -0.6254
2 C 0.8015 -5.0645 1.6761
3 C -0.0307 -4.0736 2.4856
4 C 0.8814 -3.3089 3.4304
5 P -0.8422 -2.8615 1.2459
6 C -2.2252 -4.0832 0.7152
7 C -3.2419 -4.6300 1.7168
8 C -2.9996 -3.5843 -0.5041
9 C -1.5426 -1.6428 2.4298
10 C -2.3785 -1.9995 3.4764
11 C -2.7668 -1.0967 4.4510
12 C -2.2574 0.1900 4.4058
13 C -1.4113 0.5687 3.3899
14 C -1.0393 -0.3094 2.3425
15 N -0.1732 0.0401 1.3503
16 C 0.5006 1.2678 1.4176
17 C -0.1584 2.5015 1.4772
18 C 0.5165 3.6880 1.7113
19 C 1.9075 3.6849 1.8293
20 C 2.5911 2.4912 1.7435
21 C 1.9243 1.2699 1.5816
22 P 2.6542 -0.3660 1.8698
23 C 3.0558 -0.1915 3.7415
24 C 1.7091 0.0332 4.4286
25 C 4.0284 0.8701 4.2481
26 C 4.3709 -0.3829 0.9760
27 C 4.5878 0.7422 -0.0345
28 C 5.6372 -0.5921 1.8049
29 H 1.4549 -5.6431 2.3302
30 H 1.4180 -4.5153 0.9659
31 H 0.1752 -5.7608 1.1231
32 H -0.7711 -4.6157 3.0794
33 H 1.5559 -2.6679 2.8630
34 H 1.4815 -3.9959 4.0289
35 H 0.2992 -2.6871 4.1048
36 H -1.5992 -4.9211 0.3800
37 H -3.9255 -3.8459 2.0328
38 H -2.7860 -5.0825 2.5948
39 H -3.8340 -5.4049 1.2236
40 H -3.9781 -3.2252 -0.1991
41 H -3.1459 -4.3862 -1.2280
42 H -2.4487 -2.7665 -0.9802
43 H -2.7222 -3.0164 3.5569
44 H -3.4316 -1.3961 5.2478
45 H -2.5169 0.9062 5.1755
46 H -0.9957 1.5663 3.4171
47 H -1.2381 2.5347 1.3936
48 H -0.0359 4.6145 1.7933
49 H 2.4399 4.6153 1.9919
50 H 3.6685 2.4947 1.8322
51 H 3.4318 -1.1810 4.0364
52 H 1.3961 1.0676 4.2984
53 H 1.7812 -0.1692 5.4980
54 H 0.9367 -0.6043 4.0074
55 H 3.7713 1.8487 3.8507
56 H 5.0624 0.6446 4.0058
57 H 3.9461 0.9227 5.3359
58 H 4.2467 -1.3100 0.3967
59 H 5.0501 1.6072 0.4367
60 H 3.6457 1.0534 -0.4814
61 H 5.2551 0.4121 -0.8337
62 H 5.9911 0.3442 2.2294
63 H 6.4343 -0.9790 1.1642
64 H 5.4694 -1.3067 2.6070
65 C 2.3297 -1.2349 -1.5680
66 O 1.7124 0.0293 -1.5640
67 Si 1.2156 0.7637 -3.0116
68 C 2.6892 1.9416 -3.4335
69 C 1.4039 -0.5241 -4.4289
70 C -0.5300 1.3660 -2.5838
71 Si -0.5233 3.2342 -2.2282
72 C -0.6019 4.3625 -3.7912
73 C 1.0534 3.8808 -1.3565
74 C -1.9787 3.9622 -1.1914
75 Si -1.7297 0.9569 -4.0151
76 C -3.4805 1.7445 -3.7921
77 C -1.0418 1.6222 -5.7034
78 C -2.2928 -0.8065 -4.5828
79 H 1.8183 -1.9102 -2.2595
80 H 2.2564 -1.6543 -0.5592
81 H 3.3783 -1.1424 -1.8712
82 H 3.5168 1.4051 -3.8901
83 H 3.0759 2.4371 -2.5513
84 H 2.3817 2.7121 -4.1305
85 H 2.4144 -0.9277 -4.4617
86 H 1.2048 -0.0655 -5.3915
87 H 0.7137 -1.3516 -4.3070
88 H 0.2402 4.1753 -4.4513
89 H -0.5850 5.4212 -3.5390
90 H -1.5099 4.1731 -4.3530
91 H 1.7693 4.2731 -2.0708
92 H 1.5419 3.0927 -0.7929
93 H 0.8211 4.6807 -0.6612
94 H -2.9515 3.7320 -1.6096
95 H -1.8930 5.0447 -1.1727
96 H -1.9771 3.6258 -0.1636
97 H -3.5547 2.3425 -2.8932
98 H -4.2500 0.9802 -3.7410
99 H -3.7240 2.3893 -4.6308
100 H -1.6899 2.3725 -6.1472
101 H -0.9256 0.8282 -6.4371
102 H -0.0676 2.0778 -5.5619
103 H -2.8754 -1.3400 -3.8395
104 H -1.4696 -1.4480 -4.8744
105 H -2.9302 -0.6906 -5.4569
106 C -0.7318 -1.6124 -1.4418
107 H -0.1772 -2.5505 -1.3355
108 H -1.2962 -1.6329 -2.3792
109 C -4.5293 -0.6359 -1.1803
110 S -3.9107 -0.7400 0.5645
111 C -3.2500 0.9756 0.4785
112 O -5.1134 -0.6707 1.4085
113 H -5.2942 0.1309 -1.2376
114 H -4.9473 -1.5892 -1.4869
115 H -3.6662 -0.3880 -1.7916
116 H -2.2865 0.8837 -0.0710
117 H -3.1050 1.3049 1.5037
118 H -3.9481 1.6343 -0.0286



Molecular formula: C37H73Hg2O27S8
Method: DFT, ωB97M-V/def2-TZVPD

Gap between HOMO and LUMO in hartree: 0.1591
Net charge: -1
Strongest force on any atom in eV/Å: 6.0
Relative energy (zero: lowest compared OMol25 entry of this formula, charge and spin) in kcal/mol: 0.0
Calculated total energy in eV: -189855.9248

Positions of all 147 atoms, in Å:
1 Hg -0.6551 -3.7610 -0.5878
2 Hg -2.4851 0.5677 -1.2841
3 O -3.0714 -0.0540 -5.0333
4 C -2.4782 -0.9871 -4.3561
5 O -2.3943 -0.8416 -3.1460
6 O -2.0356 -1.9802 -4.9028
7 H -3.0951 -0.5482 -5.8560
8 O -4.2547 -2.7943 0.8699
9 C -3.3621 -1.9516 0.2934
10 O -2.6014 -2.5395 -0.4891
11 O -3.4288 -0.6956 0.3794
12 H -4.7725 -2.1542 1.3636
13 O 1.5914 -0.1684 0.4963
14 C 0.4674 -0.5215 -0.0465
15 O 0.4263 -1.6413 -0.4394
16 O -0.5423 0.1960 -0.1038
17 H 2.1396 -0.8980 0.1984
18 C -1.6170 -6.8008 -0.5584
19 O -2.1395 -5.5603 -0.0798
20 H -0.8321 -6.9873 0.1746
21 H -2.5179 -7.3870 -0.3772
22 H -1.1615 -6.8346 -1.5481
23 C 1.0790 -4.0333 -3.1823
24 O -0.2585 -4.1644 -2.8806
25 H 1.6886 -4.9144 -2.9816
26 H 1.2236 -3.7138 -4.2143
27 H 1.6096 -3.2791 -2.6011
28 C -4.2174 5.2211 2.3739
29 C -4.9981 3.8537 2.6313
30 C -4.2362 2.5845 2.5796
31 S -2.8117 3.0831 1.4023
32 O -3.0941 2.3601 0.1315
33 O -1.5505 2.9406 2.1510
34 C -3.2508 5.0038 1.1276
35 H -3.6986 5.7541 3.1707
36 H -4.9833 5.9519 2.1144
37 H -5.8261 3.7695 1.9273
38 H -5.5812 3.9628 3.5457
39 H -4.6392 1.5980 2.3501
40 H -3.8646 2.3670 3.5810
41 H -3.7314 4.9899 0.1493
42 H -2.3521 5.6027 1.2750
43 C 4.0131 -5.5586 2.1302
44 C 4.8542 -5.6561 0.7431
45 C 3.9365 -5.3807 -0.3785
46 S 2.3385 -6.1575 0.0026
47 O 2.1858 -7.3774 -0.8070
48 O 1.3769 -5.0337 0.0529
49 C 2.8907 -6.5708 1.7440
50 H 3.6595 -4.5539 2.3622
51 H 4.5949 -5.7275 3.0363
52 H 5.2659 -6.6640 0.7958
53 H 5.6467 -4.9086 0.7068
54 H 4.2417 -5.7406 -1.3611
55 H 3.6710 -4.3250 -0.3235
56 H 3.4457 -7.4920 1.5666
57 H 2.0838 -6.7386 2.4572
58 C -8.2075 1.9524 -0.8893
59 C -7.7055 3.4322 -0.7917
60 C -6.2170 3.4423 -0.9977
61 S -5.8561 2.2264 -2.2777
62 O -4.6843 1.4215 -1.9319
63 O -6.0078 2.8146 -3.5922
64 C -7.3467 1.0686 -1.8877
65 H -9.2718 2.0210 -1.1141
66 H -8.0042 1.6696 0.1435
67 H -8.0153 3.9752 0.1012
68 H -8.1204 3.9439 -1.6600
69 H -5.6255 3.1372 -0.1345
70 H -5.7998 4.3315 -1.4703
71 H -6.9959 0.1478 -1.4216
72 H -7.7392 0.8513 -2.8811
73 C 2.4007 3.3769 2.7906
74 C 3.7642 2.8321 2.2185
75 C 3.5621 3.1625 0.7111
76 S 3.1746 4.9378 0.5303
77 O 2.0657 5.1257 -0.4639
78 O 4.3980 5.7344 0.6565
79 C 2.3429 4.8008 2.2251
80 H 2.4388 3.4316 3.8785
81 H 1.5476 2.7218 2.6136
82 H 3.7549 1.7726 2.4746
83 H 4.6922 3.1815 2.6711
84 H 2.7544 2.7101 0.1359
85 H 4.3293 3.1052 -0.0610
86 H 1.4046 5.3520 2.2877
87 H 3.0772 5.2710 2.8792
88 C 7.0585 -2.5058 5.2774
89 C 5.5825 -2.5594 5.9395
90 C 4.8924 -1.2966 5.5243
91 S 5.2855 -0.9931 3.7421
92 O 5.6203 0.4270 3.6138
93 O 4.2112 -1.5422 2.9223
94 C 6.7739 -2.2330 3.7796
95 H 7.7980 -3.2577 5.5531
96 H 7.5366 -1.6239 5.7037
97 H 5.5656 -2.5955 7.0288
98 H 4.9748 -3.3712 5.5399
99 H 5.3104 -0.4091 5.9996
100 H 3.8219 -1.2931 5.7295
101 H 7.5536 -1.8990 3.0950
102 H 6.4515 -3.1718 3.3292
103 C 0.6260 -0.0687 -5.1187
104 C 1.2828 -0.3667 -3.7335
105 C 2.7915 -0.3860 -3.7980
106 S 3.2757 0.8425 -5.0367
107 O 4.4616 0.4215 -5.7823
108 O 3.1780 2.1788 -4.4882
109 C 1.7091 0.6740 -5.9774
110 H -0.3638 0.3787 -5.0287
111 H 0.3590 -1.0428 -5.5285
112 H 0.8842 -1.3111 -3.3630
113 H 0.8791 0.5168 -3.2390
114 H 3.0438 -1.2882 -4.3551
115 H 3.3873 -0.2037 -2.9035
116 H 1.7887 0.0812 -6.8887
117 H 1.2118 1.6011 -6.2623
118 C -0.9535 4.0847 -5.5690
119 C 0.0244 4.7714 -4.5006
120 C -0.6402 4.8537 -3.0904
121 S -1.8649 3.4808 -2.9716
122 O -3.2085 3.9678 -2.6189
123 O -1.4535 2.3476 -2.1237
124 C -1.9453 3.0461 -4.7889
125 H -0.4081 3.5449 -6.3432
126 H -1.4499 4.9339 -6.0387
127 H 0.2328 5.7693 -4.8864
128 H 0.9172 4.1461 -4.5106
129 H -1.2661 5.7369 -2.9629
130 H 0.1953 4.8609 -2.3904
131 H -2.9968 3.0376 -5.0761
132 H -1.7010 1.9863 -4.8621
133 C 0.8927 -0.9244 4.0009
134 C -0.5597 -0.7183 4.3208
135 C -1.4316 -1.2647 3.2289
136 S -0.6793 -2.9905 3.1365
137 O -0.7873 -3.4511 1.7389
138 O -1.1846 -3.8417 4.2339
139 C 1.0705 -2.3339 3.4687
140 H 1.5576 -0.8275 4.8592
141 H 1.1207 -0.0380 3.4089
142 H -0.9747 0.2574 4.5735
143 H -0.8026 -1.3694 5.1605
144 H -1.2386 -0.7049 2.3138
145 H -2.5084 -1.3851 3.3484
146 H 1.5193 -2.2729 2.4773
147 H 1.5712 -3.0672 4.1009



Molecular formula: C37H74N8O11S
Method: DFT, ωB97M-V/def2-TZVPD

Gap between HOMO and LUMO in hartree: 0.3233
Net charge: 0
Strongest force on any atom in eV/Å: 1.2
Calculated total energy in eV: -84846.7558

Positions of all 131 atoms, in Å:
1 O 6.2643 -7.3806 5.7339
2 S 6.9036 -7.1882 4.4721
3 O 5.7138 -7.5442 3.3752
4 C 6.1705 -7.5436 2.0102
5 C 6.1229 -6.1570 1.3159
6 C 6.1085 -5.0187 2.3364
7 C 5.8433 -3.6354 1.6736
8 C 4.3888 -3.1761 1.9070
9 C 3.3794 -3.8730 0.9754
10 C 2.3887 -4.8265 1.6202
11 C 1.6506 -5.6189 0.7693
12 C 0.7487 -6.5323 1.2356
13 C 0.5568 -6.6979 2.5909
14 C 1.2669 -5.8993 3.4406
15 C 2.1657 -4.9719 2.9695
16 C 7.4440 -5.0768 3.1130
17 O 7.1766 -5.5653 4.4355
18 H 5.5018 -8.1960 1.4455
19 H 7.1651 -8.0022 1.9793
20 H 5.3379 -6.0762 0.5627
21 H 7.0722 -6.0733 0.7699
22 H 5.3265 -5.1478 3.0852
23 H 6.1198 -3.6041 0.6154
24 H 6.4691 -2.9092 2.2065
25 H 4.3596 -2.0964 1.7147
26 H 4.2009 -3.3163 2.9734
27 H 3.9668 -4.4836 0.2788
28 H 2.8635 -3.1484 0.3421
29 H 1.7763 -5.5370 -0.3082
30 H 0.1740 -7.1473 0.5481
31 H -0.1296 -7.4346 2.9901
32 H 1.1077 -6.0413 4.5048
33 H 2.6972 -4.3573 3.6864
34 H 8.1414 -5.7606 2.6038
35 H 7.9543 -4.1145 3.1407
36 C 2.5648 -0.5964 -0.1305
37 O 3.6652 -0.6484 0.4033
38 N 1.4843 -0.0012 0.3883
39 C 0.2044 0.0042 -0.2995
40 C 1.5943 0.6555 1.6791
41 H 2.3711 -1.0617 -1.1107
42 H -0.1027 1.0327 -0.4838
43 H -0.5408 -0.4863 0.3270
44 H 0.2738 -0.5242 -1.2480
45 H 2.3506 1.4426 1.6235
46 H 1.9080 -0.0700 2.4328
47 H 0.6337 1.0866 1.9588
48 C -2.0444 3.0193 1.6456
49 O -1.3064 2.0520 1.5823
50 N -2.2106 3.7789 2.7420
51 C -3.0971 4.9258 2.7664
52 C -1.4664 3.4283 3.9391
53 H -2.6456 3.3562 0.7849
54 H -2.5267 5.8262 3.0024
55 H -3.8669 4.7801 3.5272
56 H -3.5764 5.0546 1.7981
57 H -0.3990 3.4562 3.7155
58 H -1.7275 2.4150 4.2471
59 H -1.6925 4.1250 4.7423
60 C -1.1010 -3.7898 -0.6922
61 O -0.4954 -3.1681 -1.5517
62 N -2.3964 -3.6250 -0.3684
63 C -3.0307 -4.4143 0.6660
64 C -3.1769 -2.6215 -1.0839
65 H -0.6078 -4.5709 -0.0886
66 H -3.8661 -4.9763 0.2412
67 H -3.4079 -3.7563 1.4522
68 H -2.3183 -5.1136 1.1025
69 H -3.1699 -2.8545 -2.1482
70 H -2.7233 -1.6450 -0.9441
71 H -4.2020 -2.6089 -0.7163
72 C -2.9315 0.3512 -3.2570
73 O -2.6156 -0.2633 -2.2506
74 N -2.9672 1.6882 -3.3617
75 C -3.3503 2.3664 -4.5870
76 C -2.6076 2.4892 -2.2042
77 H -3.2212 -0.1648 -4.1880
78 H -2.5293 2.9953 -4.9232
79 H -4.2247 2.9921 -4.3980
80 H -3.5919 1.6430 -5.3647
81 H -1.5866 2.2581 -1.8988
82 H -3.2759 2.2515 -1.3736
83 H -2.6839 3.5458 -2.4506
84 C -2.2708 6.4394 -4.5197
85 O -2.0922 5.2341 -4.4410
86 N -3.4324 7.0255 -4.8454
87 C -3.5779 8.4678 -4.9217
88 C -4.5836 6.1861 -5.1304
89 H -1.4617 7.1619 -4.3222
90 H -4.3408 8.7885 -4.2142
91 H -3.8814 8.7483 -5.9333
92 H -2.6358 8.9598 -4.6843
93 H -4.8141 5.5715 -4.2596
94 H -4.3559 5.5247 -5.9688
95 H -5.4416 6.8061 -5.3725
96 C -6.9856 9.4613 -3.2601
97 O -6.2434 8.4963 -3.3375
98 N -7.1653 10.2039 -2.1554
99 C -8.0639 11.3422 -2.1266
100 C -6.4320 9.8506 -0.9502
101 H -7.5843 9.8082 -4.1186
102 H -7.5056 12.2456 -1.8741
103 H -8.8388 11.1803 -1.3751
104 H -8.5359 11.4779 -3.0974
105 H -5.3602 9.8923 -1.1463
106 H -6.6862 8.8333 -0.6509
107 H -6.6828 10.5403 -0.1484
108 C 1.3815 -9.7484 -3.6984
109 O 2.0544 -10.7580 -3.7699
110 N 1.2236 -9.0035 -2.5861
111 C 0.4066 -7.8072 -2.5640
112 C 1.8982 -9.4165 -1.3662
113 H 0.8294 -9.3500 -4.5673
114 H 1.0255 -6.9520 -2.2838
115 H -0.3938 -7.9301 -1.8304
116 H -0.0325 -7.6234 -3.5423
117 H 2.9748 -9.4451 -1.5395
118 H 1.5651 -10.4172 -1.0880
119 H 1.6760 -8.7194 -0.5617
120 C 1.7763 5.4450 2.4741
121 O 1.4126 6.5106 2.0133
122 N 2.8878 5.2564 3.2101
123 C 3.2590 3.9525 3.7264
124 C 3.7395 6.3993 3.4925
125 H 1.2005 4.5159 2.3150
126 H 3.3098 3.9885 4.8168
127 H 4.2358 3.6642 3.3336
128 H 2.5257 3.2043 3.4307
129 H 3.1705 7.1580 4.0313
130 H 4.0914 6.8356 2.5571
131 H 4.5910 6.0875 4.0925



Question: Look up the calculated total energy of the first one.
Answer: -121268.7386 eV



Question: Look up the net charge of the first one.
Answer: -1